1.
17
Properties=species:S:1:pos:R:3:forces:R:3 method="wB97M-V/def2-TZVPD" gap_ev=9.8 lumo_ev=1.15 smiles="C=C[C@H]1C[C@H](C)O1"
C 2.021703 -0.146289 -1.194668 0.07 -0.04 -0.08
C 0.984881 0.004049 -0.116691 -0.43 -0.39 -0.45
C 0.204803 1.309737 -0.005934 0.10 0.41 0.11
C -1.044649 0.459318 -0.156526 -0.15 -0.06 -0.24
O -0.255588 -0.692853 -0.571418 1.39 1.17 -0.57
C -1.636504 -1.308694 1.179024 -1.40 -0.69 0.87
C -1.644318 0.034254 1.139329 -1.19 -1.25 -0.81
H 2.273893 -1.205692 -1.286769 0.02 0.07 -0.09
H 2.947841 0.405068 -1.000300 -0.19 0.02 0.08
H 1.576935 0.191463 -2.135176 0.22 -0.04 0.03
H 1.357397 -0.351052 0.865938 -0.44 -0.12 -0.46
H 0.292190 1.843505 0.938629 0.04 0.11 -0.05
H 0.367984 1.972440 -0.854007 0.07 0.07 0.03
H -1.783471 0.765028 -0.904711 0.17 -0.03 -0.09
H -1.739949 -1.917673 2.044335 -0.94 0.10 1.19
H -1.769405 -1.954389 0.314824 1.43 0.34 -0.20
H -2.394662 0.603028 1.694237 1.22 0.35 0.73

***

2.
17
Properties=species:S:1:pos:R:3:forces:R:3 method="wB97M-V/def2-TZVPD" gap_ev=11.1 lumo_ev=0.98 smiles=C#C[C@](C)(O)CC
C -0.322289 -0.041260 -2.048456 -0.01 -0.05 -0.02
C -0.222219 0.861327 -0.822974 0.01 0.06 -0.01
C -0.120253 0.100591 0.507902 0.20 0.09 -0.09
C 0.284460 1.033930 1.653110 0.02 0.03 0.06
O -1.435665 -0.400670 0.762511 -0.12 -0.14 0.21
C 0.755260 -1.092449 0.435643 0.14 -0.58 0.08
C 1.230771 -2.199948 0.473177 -0.13 0.50 -0.05
H -0.620454 0.531006 -2.933040 0.05 -0.07 0.14
H -1.064124 -0.827277 -1.880143 0.06 0.10 -0.06
H 0.638488 -0.521177 -2.262711 -0.16 0.05 0.04
H -1.126720 1.473048 -0.728481 0.12 -0.03 -0.02
H 0.624256 1.550896 -0.922462 -0.08 -0.15 0.06
H 0.449539 0.465855 2.574768 -0.05 0.08 -0.13
H 1.193182 1.602636 1.430828 -0.11 -0.17 -0.02
H -0.542999 1.730293 1.816141 0.14 -0.02 -0.02
H -1.344033 -1.074264 1.450723 -0.17 0.10 -0.15
H 1.622799 -3.192536 0.493464 0.07 0.20 -0.02

***

3.
17
Properties=species:S:1:pos:R:3:forces:R:3 method="wB97M-V/def2-TZVPD" gap_ev=10.5 lumo_ev=0.98 smiles="C=CCCC(C)=O"
O 0.531121 1.922845 -0.814064 -0.27 -0.37 -0.05
C -0.319446 1.060000 -0.876157 0.17 0.15 -0.02
C -1.105394 0.675274 0.372803 -0.06 0.00 0.00
C -0.132997 0.138551 1.437759 0.08 0.02 0.08
C 0.264969 -1.282934 1.153704 0.14 -0.08 -0.05
C -0.653708 0.368288 -2.178129 0.01 0.06 -0.05
C 1.483150 -1.684944 0.803970 -0.11 0.04 0.04
H -1.557135 0.857943 -2.561423 0.05 -0.11 -0.06
H -1.606330 1.575512 0.748221 0.13 -0.08 -0.11
H -1.879680 -0.066565 0.142277 0.12 0.11 0.02
H -0.602283 0.200642 2.426936 0.02 -0.04 -0.14
H 0.747821 0.790391 1.450686 -0.12 -0.11 0.05
H -0.537299 -2.020186 1.227169 0.12 0.08 -0.01
H -0.880909 -0.695967 -2.057520 0.05 0.19 0.13
H 0.155592 0.499141 -2.900134 -0.14 0.05 0.13
H 1.699863 -2.730906 0.602995 -0.05 0.16 0.02
H 2.309771 -0.983064 0.711917 -0.13 -0.06 0.03

***

4.
17
Properties=species:S:1:pos:R:3:forces:R:3 method="wB97M-V/def2-TZVPD" gap_ev=8.1 lumo_ev=0.84
C -1.269122 -0.345693 0.300077 0.04 -0.03 0.04
C -0.261544 -1.189943 -0.458131 -0.14 -0.08 0.04
O 1.084932 -0.658084 -0.293606 0.14 0.16 0.04
C 1.896400 -0.702356 1.132152 -0.19 -0.40 0.11
C 1.210885 0.698790 -0.621973 -0.21 0.30 -0.15
C 0.174335 1.522518 -0.592252 0.13 -0.11 -0.04
C -1.211837 1.113958 -0.172277 -0.05 0.01 -0.02
H -1.047634 -0.420069 1.369482 -0.02 0.06 -0.14
H -2.270542 -0.765056 0.151206 0.17 0.04 0.02
H -0.203383 -2.218528 -0.098281 0.02 0.18 -0.01
H -0.460698 -1.188176 -1.536138 0.07 0.03 0.14
H 1.028757 -0.617477 1.813122 0.24 -0.03 -0.04
H 2.194276 -1.761424 1.114501 -0.11 0.01 0.03
H 2.237502 0.932465 -0.860055 -0.17 0.05 0.03
H 0.357348 2.555724 -0.868473 -0.05 -0.11 0.00
H -1.901623 1.269858 -1.011436 0.07 -0.03 0.08
H -1.558051 1.773491 0.632077 0.03 -0.06 -0.13

***

5.
17
Properties=species:S:1:pos:R:3:forces:R:3 method="wB97M-V/def2-TZVPD" gap_ev=7.1 lumo_ev=-0.53 smiles="C=C/C=C/C=C.O"
C 0.294826 1.538355 -0.517765 -0.50 1.87 -0.45
C -0.506833 2.264446 -1.386837 3.17 -0.47 1.60
C -0.279936 -0.794377 -1.097253 -0.65 5.49 1.22
C 0.400160 0.131287 -0.229029 -4.19 -1.15 -3.58
C -0.467092 -3.048408 -1.956911 1.20 0.00 0.02
C -0.126772 -2.142160 -0.977312 0.14 -4.31 -2.09
H 0.979049 2.224146 0.040146 0.25 -0.90 -0.93
H 0.063729 3.091079 -1.803418 -0.79 0.72 0.50
H -1.492580 2.139205 -1.699013 -1.23 -1.04 -0.89
H -0.981165 -0.436084 -1.968109 1.79 -0.33 1.73
H 0.892549 -0.153893 0.646749 0.98 -0.81 0.91
H -1.215888 -2.890020 -2.727991 0.13 0.64 0.05
H 0.187565 -3.924500 -2.232114 -1.10 0.51 1.28
H 0.521176 -2.503909 -0.220297 0.80 -0.22 0.62
H -0.146143 1.640960 5.538251 0.56 0.38 0.83
H 1.057271 1.208016 4.873578 0.58 0.40 0.87
O 0.820084 1.655858 5.717324 -1.15 -0.78 -1.70

***

6.
17
Properties=species:S:1:pos:R:3:forces:R:3 method="wB97M-V/def2-TZVPD" gap_ev=8.4 lumo_ev=-0.18
C -1.849321 0.513848 -0.825315 -0.05 -0.04 0.03
C -0.362217 0.598303 -1.062398 -0.18 0.04 -0.15
O 0.304460 1.423884 -0.075083 -0.02 0.06 -0.14
C 1.228432 0.386560 0.245539 0.12 0.09 0.02
C 1.070650 -0.124643 1.664212 0.25 -0.74 0.38
C 0.189790 -1.753119 0.150954 -0.11 -0.16 -0.85
C 0.551243 -0.616138 -0.742667 -0.04 -0.04 0.05
H -2.071963 0.095640 0.159973 0.03 0.05 -0.08
H -2.302863 1.508913 -0.876648 0.11 -0.12 -0.03
H -2.316056 -0.120453 -1.585808 0.02 0.06 0.06
H -0.162132 0.995372 -2.066992 -0.01 -0.07 0.11
H 2.262944 0.665389 0.010530 -0.18 -0.09 -0.03
H 0.160109 0.181787 2.156893 -0.39 0.16 -0.23
H 1.867077 0.085767 2.354346 0.58 0.36 0.14
H 1.118500 -1.242271 1.579452 -0.23 0.18 0.30
H -0.856026 -1.643713 0.499346 0.20 0.12 0.16
H 1.167373 -0.955126 -1.586335 -0.09 0.12 0.25

***

7.
17
Properties=species:S:1:pos:R:3:forces:R:3 method="wB97M-V/def2-TZVPD" gap_ev="9.4 / 7.3" lumo_ev="0.44 / -0.46"
C 1.803005 -0.211260 -0.229497 0.15 0.31 0.65
C 3.143250 -0.171202 -0.756902 -0.20 0.05 -0.51
C 1.342516 -0.928825 0.992192 -0.09 -0.01 -0.05
C -1.529267 -0.767825 -0.919781 -0.12 0.04 -0.12
C -1.113973 1.410161 0.376444 -0.06 0.12 -0.01
C -0.880778 0.553279 -0.800394 0.96 -0.19 -0.03
O 2.764628 0.877327 -0.044983 -0.41 -0.23 0.00
H 2.179670 -1.424401 1.492325 0.03 0.01 -0.05
H 0.613935 -1.687855 0.715570 -0.05 -0.03 0.05
H 0.892090 -0.237224 1.703197 -0.07 -0.02 -0.02
H -0.936673 -1.444041 -1.530976 0.01 -0.14 -0.03
H -2.501469 -0.662934 -1.417838 -0.09 -0.07 0.03
H -1.708690 -1.213394 0.057352 -0.01 -0.10 0.05
H -2.132212 1.818413 0.347887 -0.06 0.08 0.06
H -0.420432 2.247636 0.404454 0.01 0.06 0.08
H -1.037203 0.841567 1.303966 0.00 0.00 0.08
H -0.478397 1.000576 -1.693023 -0.01 0.12 -0.18

***

8.
17
Properties=species:S:1:pos:R:3:forces:R:3 method="wB97M-V/def2-TZVPD" gap_ev=8.8 lumo_ev=0.71
C 1.874084 0.809578 -0.749408 0.65 -0.07 -0.70
C -1.545188 -1.086298 -0.443477 -0.06 0.29 -0.37
C -0.987001 1.120567 0.668511 0.06 -0.19 0.43
C 0.949274 -0.233367 -0.267532 0.48 -2.89 0.77
C -0.481002 -0.221710 0.188588 -0.03 -1.16 0.65
C 0.734105 -0.935992 0.931398 -1.98 1.24 2.33
O 1.032881 -1.558050 1.945599 0.25 0.72 -0.99
H 0.942994 -1.637242 -0.274905 0.59 2.23 -2.00
H 2.899495 0.434312 -0.774610 -0.06 0.09 -0.06
H 1.858475 1.655224 -0.050577 -0.12 -0.23 -0.05
H 1.595802 1.177640 -1.739421 0.11 -0.04 0.05
H -0.242236 1.654879 1.262878 -0.04 0.02 -0.04
H -2.024135 -0.558187 -1.276038 -0.08 -0.10 -0.01
H -1.135145 -2.024030 -0.825636 0.01 0.06 0.04
H -2.320573 -1.330976 0.287378 0.07 0.03 -0.03
H -1.871777 0.984031 1.295999 0.08 0.05 -0.03
H -1.280053 1.749621 -0.178745 0.07 -0.05 0.02

***

9.
17
Properties=species:S:1:pos:R:3:forces:R:3 method="wB97M-V/def2-TZVPD" gap_ev=8.9 lumo_ev=0.98
C 1.851523 0.777844 0.236569 -0.02 0.04 -0.02
C 1.095820 -0.521495 0.353761 0.43 0.05 -0.17
O 0.605039 -0.708802 1.715417 -0.07 -0.01 0.09
C -0.400890 -0.764713 0.765695 -0.34 -0.08 -0.03
C -1.351762 0.375644 0.508075 0.05 0.05 0.10
C -1.440347 0.216745 -1.017140 -0.07 0.07 -0.06
C -0.060382 -0.382688 -1.337876 -0.21 -0.16 0.00
H 1.199518 1.640433 0.392075 0.08 -0.14 -0.03
H 2.634753 0.799024 1.003649 -0.10 -0.02 -0.08
H 2.289831 0.855098 -0.758474 -0.05 -0.02 0.14
H 1.634088 -1.406228 0.017797 -0.10 0.14 0.04
H -0.826056 -1.762643 0.638732 0.08 0.15 -0.01
H -0.877699 1.319211 0.788109 -0.05 -0.12 -0.06
H -2.299514 0.295301 1.049735 0.15 -0.01 -0.08
H -2.280296 -0.444282 -1.275352 0.16 0.06 0.03
H -1.593062 1.171140 -1.533160 0.03 -0.13 0.09
H -0.180562 -1.459587 -1.547613 0.05 0.15 0.06

***

10.
17
Properties=species:S:1:pos:R:3:forces:R:3 method="wB97M-V/def2-TZVPD" gap_ev=8.1 lumo_ev=-0.04
O 0.632962 2.392272 -3.089709 0.71 -0.76 0.21
C 0.496448 1.416718 -2.354128 -4.31 2.17 -2.12
C 0.078252 1.539130 -0.875823 1.19 -1.63 -4.02
C -0.699663 0.286623 -0.470612 0.10 0.50 0.40
C 0.133226 -0.749448 0.281841 0.88 2.76 0.88
C 0.106991 -2.101122 2.406271 -1.24 0.49 -0.25
C -0.194538 -1.032030 1.636774 -1.28 -2.10 2.02
H 0.462398 0.397794 -2.763525 0.50 -0.31 0.17
H -0.210986 2.550635 -0.708314 0.29 0.52 0.56
H 1.224993 1.409966 -1.354473 0.84 0.08 4.51
H -1.559927 0.533443 0.175031 0.48 0.43 -0.13
H -1.184624 -0.028367 -1.404347 0.23 -0.82 0.38
H 0.814170 0.354565 1.292929 0.16 -2.11 -3.08
H 0.521030 -1.582131 -0.334378 0.73 0.81 0.53
H 0.511420 -3.040240 2.061322 0.39 0.15 -0.22
H -0.370182 -2.113903 3.378477 0.39 -0.06 0.15
H -0.761970 -0.233906 2.122665 -0.06 -0.13 0.01

***

Energy relative to the best compared isomer or geometry (same formula, charge and spin) for every record listed, in sequence, given in kcal per mole: 64.8 35.1 6.3 102.1 82.0 112.1 151.9 80.3 119.6 159.7.